ORCA calculation (ωB97M-V/def2-TZVPD) on a structure of composition C34H57CoF3N2O2Si.

Each line ends with the Mulliken charge.
Cartesian coordinates (Å):
H 2.015 -1.830 3.940  0.518
C -2.275 1.319 2.199  -2.683
H -1.716 -0.466 -4.696  -0.152
C 1.723 1.404 0.754  0.439
H 2.182 -3.828 2.494  0.476
H 2.918 3.555 -1.758  0.274
H -4.160 2.934 1.693  0.514
Si 2.231 2.214 -3.747  0.041
C 2.869 -2.945 -1.576  -1.458
C -1.290 -2.750 1.086  1.253
H -2.097 3.689 -4.951  0.447
H -0.212 5.322 -1.002  0.459
H -1.230 4.600 0.259  0.291
H 1.223 -2.848 -6.664  0.225
H 2.501 -0.913 2.513  0.265
H -3.187 1.531 -4.350  0.508
H 0.949 -4.382 -3.812  0.292
C 1.909 -0.824 -6.388  -0.198
C 0.807 -2.208 2.229  1.280
H -4.236 2.609 -0.046  0.261
C -2.617 2.088 -3.604  -0.615
H 0.095 -3.364 -5.013  0.111
F 2.732 0.473 0.528  -0.265
H -3.154 -3.245 0.200  0.426
H -2.755 -1.524 0.042  0.105
C 3.002 -2.057 -2.796  0.163
N -0.733 -0.405 1.562  1.768
O 1.863 -1.897 -3.639  0.156
O 0.812 -0.421 -5.544  0.247
Co -0.041 0.741 0.159  0.095
C 1.630 -1.285 3.067  -1.892
H 3.305 -1.047 -2.482  0.180
H 4.490 1.973 -4.752  0.405
H -0.138 -1.555 -3.369  -1.008
C 1.566 2.863 -5.383  -0.799
C -2.695 -2.391 0.714  -1.598
H -1.535 -1.694 -5.978  0.275
F 2.166 2.577 0.153  -0.183
H 2.221 0.041 -6.999  0.395
H 3.870 -3.113 -1.170  0.474
H -0.773 -3.984 -3.588  0.432
H 4.464 1.370 -3.082  0.326
C -1.577 -0.617 -5.773  -0.973
H 3.234 4.428 -3.268  0.443
H 1.694 2.150 -6.205  0.208
C 2.512 3.779 -2.750  -0.977
H 3.812 0.370 -4.392  0.203
C 1.221 -3.528 2.066  -0.776
C -0.328 0.062 -6.274  -0.231
H -3.224 3.939 0.576  0.237
H 2.429 -3.917 -1.824  0.317
C -1.857 -0.591 3.736  -1.560
C -3.569 2.916 0.773  -1.491
H -2.901 1.682 3.007  0.361
H 2.494 -2.318 -7.782  0.445
H -3.905 -0.007 -2.721  0.535
H -2.438 -0.558 -1.902  -0.098
C -2.430 1.957 0.965  1.642
C -1.250 3.575 -1.650  1.048
H 1.211 -0.051 -3.644  -2.250
F 1.740 1.682 2.109  -0.299
C -1.788 2.305 -1.349  -0.577
C -0.394 -1.790 1.614  -1.072
H -0.941 -0.933 4.233  0.256
H 0.738 -5.482 1.291  0.446
H 2.102 3.783 -5.657  0.482
H 1.407 0.615 -1.946  -0.677
H -2.444 -0.199 -6.292  0.486
C 0.579 -2.369 -3.177  1.372
C -3.166 0.270 -1.957  -1.062
H -2.373 0.099 4.412  0.499
H 1.062 -0.425 3.433  0.230
H 0.502 3.116 -5.317  0.138
H 0.584 -2.554 -2.088  0.446
C -2.519 1.573 -2.314  0.517
H -0.207 -0.131 -7.354  0.489
C 1.583 -2.008 -7.264  -1.252
H -0.932 5.030 -3.194  0.430
H 2.726 -1.063 -5.698  -0.022
C 1.105 0.887 -2.973  4.063
H 2.286 -2.455 -0.786  0.266
N -1.589 1.742 -0.053  1.221
C 3.902 1.399 -4.025  -1.101
C 0.404 -4.450 1.413  -0.797
H 0.836 -1.747 -8.019  0.339
H 0.314 3.848 -0.179  0.096
H 0.046 1.180 -2.970  -1.358
C 0.189 -3.602 -3.947  -1.365
H 1.592 4.358 -2.615  0.218
H -1.540 -4.795 0.516  0.422
H 3.788 -2.434 -3.471  0.371
H -2.518 -1.456 3.578  0.216
C -2.021 3.307 -3.934  -1.215
H -3.689 0.322 -0.990  0.492
H -3.317 -2.175 1.597  0.285
H -0.384 1.152 -6.126  0.058
C -0.564 4.372 -0.585  -1.483
C -1.582 0.133 2.448  1.532
C -0.858 -4.068 0.958  -0.925
C -1.360 4.054 -2.953  -0.501

Atoms 1-6, force components in eV/Å:
H -0.11 0.11 -0.22
C -0.48 0.29 0.23
H 0.03 0.04 -0.12
C 0.39 0.51 -0.04
H -0.33 -0.01 -0.11
H -0.06 0.12 -0.13

Summary:
<S²> = 6.019
Highest occupied orbital energy (alpha / beta) = -10.2 / -10.5 eV
2S+1 = 5
Charge = +1
LUMO energy (alpha / beta) = -2.0 / -8.0 eV

---

ORCA calculation (ωB97M-V/def2-TZVPD) on a cluster of 11 separate species, C26H79N5O11 in total.

Each line ends with the Mulliken charge.
Cartesian coordinates (Å):
O -3.522 -2.439 -3.848  -0.351
C 5.559 0.314 6.399  -0.587
H 3.820 2.346 -3.210  0.281
H -0.166 2.178 -3.667  0.317
H -1.726 1.402 -8.379  0.328
H 2.378 1.303 -2.997  -0.028
H 3.065 -0.339 7.331  0.433
H 0.994 -0.220 6.098  0.137
H -3.822 -1.345 -0.262  0.061
H -1.446 2.579 -2.508  0.346
H 3.640 1.333 0.996  -0.044
H -1.615 -1.032 -9.022  0.269
H 6.124 1.970 3.496  0.392
C -4.621 -1.068 0.437  -0.334
H 0.173 3.625 1.373  0.009
H -4.879 -0.014 0.310  0.295
C -0.662 -0.230 -7.401  0.933
N 1.072 -1.237 6.098  -0.753
N -5.298 -4.361 -4.792  -0.750
H 5.549 0.554 7.470  0.308
H -6.281 -2.792 -3.907  0.332
H -4.221 -1.106 1.452  0.212
C 0.174 1.972 4.907  -0.347
H 5.262 1.210 5.843  0.192
H 1.198 1.458 1.002  -0.672
H -6.006 -5.491 -2.530  0.379
H 3.774 -1.403 -0.626  0.051
H 4.671 0.698 -1.526  0.279
H -2.423 2.617 -5.124  0.193
H 3.660 2.014 3.593  -0.735
H -1.067 1.835 -0.225  -0.169
H 0.649 -0.025 -5.711  0.139
H -3.692 3.336 -0.053  0.278
H -0.244 2.953 4.671  0.492
H -1.478 1.029 -3.311  0.014
C 5.589 2.794 3.024  -1.958
H 2.029 -2.408 3.751  0.204
H 3.462 4.360 2.629  0.546
H 1.415 4.537 0.565  0.363
H -2.663 3.583 1.267  0.127
H 1.065 4.862 2.300  0.308
H 0.667 -1.593 -6.510  0.393
O -1.348 -1.835 4.356  -0.258
H -2.057 -1.556 4.944  0.182
H -2.357 -3.571 3.826  0.301
H -1.656 -1.611 -4.097  0.105
O 4.708 -0.776 6.132  -0.323
C -4.373 -3.046 -2.883  -0.352
O -0.013 1.182 -1.879  -0.275
H -0.271 -1.825 -8.685  0.255
H 1.038 1.865 4.240  0.045
H 0.435 -1.559 5.372  0.312
C -2.285 -2.046 -3.313  -0.387
H 1.789 0.963 -0.409  0.028
H -2.621 0.933 -5.585  0.159
C 3.464 1.361 -2.898  -0.455
H 3.864 0.607 -3.584  0.322
H -2.445 -1.197 -2.634  0.061
O 2.415 -2.068 0.814  -0.479
C 0.643 -0.516 -6.687  -1.249
O 2.008 3.060 1.964  -0.021
H -1.709 -2.868 -2.884  0.405
C 3.658 -2.172 0.136  -0.496
H -6.296 -1.548 -0.451  0.332
H -3.815 -3.860 -2.404  0.299
C 4.193 2.329 2.691  1.997
H -0.498 1.153 4.659  0.097
O -5.750 -1.891 0.258  -0.544
H 3.744 -3.168 -0.299  0.306
H -4.446 -3.956 -5.179  0.282
C 2.547 -1.513 4.099  -0.688
H -4.401 3.616 1.578  0.338
C -5.624 -3.598 -3.576  0.300
C -2.376 1.930 -5.968  -0.579
H -1.363 -3.685 5.324  0.334
H -0.584 0.462 2.211  -0.026
H -4.660 -2.236 -2.202  0.025
H -7.399 -4.511 -3.033  0.364
O 0.590 1.847 6.265  -0.596
H 6.551 -0.020 6.104  0.241
H 3.123 0.496 5.818  0.037
H 2.777 -2.524 5.965  0.276
H 6.169 2.994 2.116  0.404
C -6.400 -4.479 -2.584  -1.309
H -0.065 -1.200 1.975  0.246
H 4.475 -2.072 0.860  0.249
C 1.151 4.090 1.529  -0.732
C -0.886 1.259 -7.683  -0.850
C 2.444 -1.538 5.630  0.423
H -3.796 1.627 2.202  0.227
H 3.879 0.351 2.176  0.281
C 3.342 -0.485 6.276  -0.534
N 1.393 0.615 0.465  0.935
O -1.098 2.049 -6.538  -0.268
H 5.668 3.726 3.591  0.368
H -1.723 0.451 -0.984  0.190
H -3.127 2.208 -6.719  0.369
H -1.603 -0.652 1.264  0.142
C -0.752 0.897 -0.710  -0.325
C -1.432 -3.258 4.320  -0.815
H -4.987 -5.288 -4.497  0.282
H 3.576 -1.487 3.739  0.578
H 0.305 -0.929 -0.396  0.560
H 3.763 3.659 1.022  0.384
C -0.797 1.774 -2.878  -0.598
C 0.084 -0.023 0.174  0.175
C -0.573 -0.364 1.499  -0.798
O 3.776 1.049 -1.544  -0.418
N -0.653 -0.886 -8.728  -0.804
N 4.301 1.178 1.755  -0.531
H -1.514 -0.645 -6.850  0.085
H 2.030 -0.636 3.699  -0.155
H 2.114 -1.135 0.733  0.355
H -6.543 -4.013 -1.611  0.304
C 3.371 3.447 2.023  -1.281
C -3.623 3.108 1.011  -0.665
H 0.969 2.686 6.540  0.309
H -0.620 -3.685 3.732  0.259
O -3.494 1.718 1.293  -0.259
H 0.004 1.660 -8.171  0.275
H 1.514 -0.178 -7.245  0.386

Atoms 1-6, force components in eV/Å:
O 0.10 -0.37 -0.55
C -0.21 -0.38 0.22
H 0.00 0.02 0.15
H 0.13 -0.10 0.04
H 0.00 -0.18 0.00
H 0.04 0.23 0.07

Summary:
Highest occupied orbital energy = -8.6 eV
2S+1 = 1
SMILES = COC[C@H](C)N.COC[C@H](C)N.COC[C@H](C)N.COC[C@H](C)N.COC[C@H](C)N.CO.CO.CO.CO.CO.CO
LUMO energy = 0.2 eV

---

Q: What is the 2S+1 in the first record?
A: 5

---

Q: 2S+1 of number 1 (C34H57CoF3N2O2Si)?
A: 5

---

Q: What is the formula in the second record?
A: C26H79N5O11

---

Q: The lowest 2S+1 belongs to which entry?
A: C26H79N5O11